Record 1
28
Properties=species:S:1:pos:R:3:forces:R:3 method="wB97M-V/def2-TZVPD" homo_ev=-13.1 gap_ev=10.277 total_charge=+1 spin_multiplicity=1 fmax_ev_per_a=4.3
C 0.47541 -1.08222 -1.16960 -2.23 0.85 2.61
C 1.55700 -1.81742 -1.20223 -1.55 -3.31 1.27
C 0.32052 0.33078 -1.62862 -3.13 -1.56 -2.55
C 0.06024 1.57374 2.74579 -2.03 0.32 -0.84
C -0.79697 -1.39987 -0.36230 1.13 0.57 -1.46
C 0.59946 0.88613 1.54364 0.89 -0.97 -2.08
C -0.81878 0.96629 -0.75933 1.62 0.12 -1.54
C -0.64382 0.99493 0.69139 -1.00 0.45 -0.91
C -1.73340 -2.15870 -1.19100 -1.94 0.21 -1.06
C 1.75487 1.71643 0.90243 0.91 -1.83 1.64
N -1.46879 -0.13661 0.01244 3.44 -0.13 -0.33
S -1.47578 2.07283 1.76755 0.04 0.63 1.33
H 1.64894 -2.89403 -0.79213 -0.28 2.06 -0.53
H 2.18876 -1.54985 -1.94770 2.76 0.75 -1.67
H 1.29305 0.65917 -1.62698 1.78 2.04 0.11
H -0.02367 0.26603 -2.73904 0.42 0.56 1.76
H -0.15062 1.00662 3.59143 -0.78 -1.54 1.14
H 0.60747 2.35341 3.14380 1.16 2.08 0.16
H -0.50938 -1.95378 0.45798 0.30 -1.04 2.20
H 0.80372 -0.16396 1.72529 0.71 -0.11 0.02
H -1.45797 1.65252 -1.32718 0.04 -0.15 0.71
H -2.01196 -1.62027 -2.13110 -0.13 -0.05 0.88
H -2.61743 -2.41801 -0.57660 0.21 -0.17 -0.72
H -1.23674 -3.00391 -1.58010 0.33 -1.39 -0.04
H 1.41791 2.62710 0.54013 -1.15 1.87 -0.57
H 2.34142 1.29874 0.05016 -0.28 -0.24 1.24
H 2.32247 1.97344 1.82716 0.55 -0.27 -1.19
H -2.44592 -0.17954 0.03472 -1.80 0.23 0.43



Record 2
83
Properties=species:S:1:pos:R:3:forces:R:3 method="wB97M-V/def2-TZVPD" homo_ev="-11.0 / -11.1" gap_ev="7.555 / 6.877" total_charge=+1 spin_multiplicity=3 fmax_ev_per_a=1.2
Mo 0.16332 0.60971 0.95025 0.25 0.48 -0.02
O 4.59832 2.57991 4.82959 0.31 0.22 0.19
C 3.55110 2.25773 4.07968 -0.23 0.79 -0.19
C 2.90233 3.15186 3.21142 0.27 0.30 -0.30
C 1.86252 2.69481 2.43333 0.31 0.18 0.30
N 1.45090 1.44709 2.53394 -0.52 -0.72 -0.31
C 2.00897 0.62314 3.41268 0.14 -0.03 -0.16
C 3.07235 0.96810 4.20359 -0.24 -0.50 0.15
C 1.39142 -0.72321 3.36612 0.09 -0.51 0.40
O 1.69944 -1.56709 4.17411 -0.40 -0.07 -0.49
O 0.52780 -0.83644 2.37272 0.10 -0.13 0.04
C 1.05629 3.44610 1.41905 -0.13 0.90 -0.26
O 1.21457 4.61881 1.18021 0.09 -0.44 0.19
O 0.15394 2.67646 0.85469 0.41 -0.10 0.45
H 4.84871 3.50946 4.74658 -0.06 -0.05 -0.08
H 3.23525 4.17477 3.06891 -0.03 -0.03 0.13
H 3.51722 0.26438 4.90041 -0.14 0.05 -0.15
C -3.34659 0.11824 3.51994 0.11 0.13 0.10
C -4.42789 0.51595 2.74188 0.01 0.32 -0.72
C -4.21696 1.08901 1.50111 0.82 -0.38 0.74
C -2.89178 1.23008 1.02331 -0.60 -0.62 0.85
N -1.84664 0.78982 1.78991 -0.02 0.40 -0.80
C -2.08556 0.30059 3.02586 0.48 -0.48 -0.05
N -2.80286 1.82691 -0.19279 0.33 0.07 0.01
C -1.77210 1.91643 -0.94511 -0.19 -0.04 -0.46
N -0.55228 1.26850 -0.90401 0.29 -0.36 -0.15
C 0.30881 1.94047 -1.79076 -0.15 -0.27 0.40
N 1.57810 1.83312 -1.96935 -0.31 -0.01 0.42
C 2.42602 1.02920 -1.24394 -0.10 -0.24 -0.04
C 3.70857 0.89811 -1.79366 0.30 -0.04 0.23
C 4.62265 0.05217 -1.21432 -0.21 -0.16 -0.01
C 4.22754 -0.70200 -0.10181 0.45 -0.03 0.05
C 2.99964 -0.47564 0.45012 -0.04 0.13 -0.20
N 2.10470 0.38097 -0.09463 -0.42 0.24 -0.01
C -0.47698 2.94929 -2.50685 0.58 0.08 -0.33
C -0.05781 3.94802 -3.36227 0.01 0.57 -0.47
C -0.99305 4.91330 -3.73234 -0.33 -0.32 0.01
C -2.31833 4.83110 -3.27244 0.32 0.39 -0.33
C -2.71387 3.82014 -2.42423 0.10 -0.22 0.58
C -1.75969 2.89661 -2.03796 -0.24 0.14 0.08
H -3.47212 -0.32720 4.49023 -0.07 -0.02 0.18
H -5.43198 0.38591 3.09149 -0.36 -0.08 0.20
H -5.01983 1.41021 0.86301 -0.10 0.11 -0.07
H -1.19706 -0.03879 3.57083 -0.58 0.24 -0.18
H 3.94410 1.49422 -2.66380 -0.06 -0.05 0.01
H 5.62087 -0.03554 -1.62462 -0.05 -0.09 0.01
H 4.87425 -1.43838 0.35685 0.08 0.13 -0.02
H 2.70631 -0.98854 1.35814 -0.06 0.00 -0.21
H 0.96329 4.01652 -3.71599 -0.01 -0.10 0.12
H -0.72335 5.74103 -4.38283 0.09 -0.19 0.12
H -3.02083 5.60894 -3.55196 0.04 -0.11 -0.01
H -3.67756 3.78759 -1.95055 -0.37 0.04 -0.12
C -2.40001 -3.37332 -1.85691 0.14 0.14 -0.22
C -2.04551 -2.69591 -0.52471 0.01 0.03 -0.06
C -3.21824 -1.84588 -0.05476 0.05 -0.03 0.32
P -0.34798 -1.88975 -0.39674 -0.12 -0.16 -0.67
C 0.62552 -3.39016 0.20427 -0.05 0.20 -0.54
C 0.28265 -3.80569 1.63221 0.89 0.44 0.47
C 0.39210 -4.61694 -0.68676 0.72 -0.50 0.53
C 0.19839 -1.51599 -2.18237 0.39 0.91 0.55
C -0.96470 -0.96802 -3.02442 0.34 0.56 0.05
C 0.97629 -2.52906 -3.01055 -0.01 0.11 0.61
H -3.13544 -4.15152 -1.67266 -0.02 -0.23 0.14
H -1.54981 -3.82655 -2.38183 -0.30 0.16 0.18
H -2.89803 -2.66501 -2.52061 0.17 -0.05 -0.01
H -1.94596 -3.48291 0.21948 0.04 -0.11 0.09
H -3.44581 -1.01587 -0.72762 0.04 -0.03 -0.01
H -2.99179 -1.44607 0.93727 -0.24 0.00 -0.05
H -4.11112 -2.48702 0.02084 0.22 0.28 -0.02
H 1.68493 -3.10045 0.13119 -0.18 -0.03 0.10
H -0.78006 -3.91233 1.77784 -0.45 -0.02 0.07
H 0.66226 -3.07675 2.36128 -0.23 -0.49 -0.17
H 0.72892 -4.79072 1.83371 -0.05 0.31 -0.03
H -0.60796 -5.01559 -0.53980 -0.06 -0.07 -0.06
H 1.10962 -5.39346 -0.35213 -0.42 0.27 -0.12
H 0.58672 -4.46682 -1.73217 -0.12 0.05 -0.26
H 0.91089 -0.67745 -2.02583 -0.51 -0.51 0.03
H -1.30533 -1.74848 -3.68292 -0.33 -0.18 -0.24
H -0.62563 -0.13380 -3.66027 -0.04 -0.24 0.24
H -1.79524 -0.60530 -2.42204 -0.08 0.03 -0.07
H 0.32076 -3.30242 -3.37693 -0.05 -0.48 -0.04
H 1.81555 -2.93934 -2.44465 -0.01 -0.09 -0.29
H 1.33982 -2.01337 -3.88515 0.34 0.22 -0.32



Record 3
13
Properties=species:S:1:pos:R:3:forces:R:3 method="wB97M-V/def2-TZVPD" homo_ev=-8.0 gap_ev=8.733 spin_multiplicity=1 smiles=Cc1ncc(O)[nH]1 fmax_ev_per_a=0.4
C 2.17628 -0.16839 0.13337 0.05 -0.01 -0.02
C 0.71776 -0.09396 -0.17525 0.07 -0.05 -0.05
N 0.14981 -0.44454 -1.29730 0.12 0.07 0.27
C -1.20676 -0.24101 -1.12587 -0.27 0.03 0.05
C -1.44093 0.22826 0.13300 0.25 -0.11 -0.23
O -2.54672 0.55975 0.84280 -0.14 -0.04 -0.10
N -0.21762 0.33268 0.73831 -0.06 -0.01 0.00
H 2.65664 -0.76122 -0.64739 -0.06 0.10 0.11
H 2.35623 -0.65456 1.09906 -0.03 0.07 -0.14
H 2.65078 0.81937 0.15671 -0.10 -0.11 0.00
H -1.92270 -0.45190 -1.90931 0.10 0.03 0.14
H -3.31351 0.20346 0.37781 0.06 0.11 0.10
H -0.05925 0.67203 1.67407 0.00 -0.09 -0.12